Record 1
Formula: C54H44F15GeIrN4S
Source: OMol25
Level of theory: the ωB97M-V functional and the def2-TZVPD basis

## Properties
E (hartree): -6380.65436
Kohn-Sham gap (eV): 6.0508

Structure (XYZ):
```
120
Properties=species:S:1:pos:R:3:forces:R:3
C -4.207303 -1.920639 -1.623903 -0.21 0.19 0.05
C -4.007165 -3.838077 -3.042528 0.10 0.18 0.04
F -1.240870 3.145001 -1.420659 -0.24 -0.03 -0.13
H 3.063489 5.812824 0.531202 -0.01 0.01 0.01
C 2.848669 0.822934 -1.842774 0.01 0.08 -0.02
C -2.828797 3.971865 3.262270 0.97 0.13 0.86
F 0.536448 0.924955 -3.522221 0.20 -0.18 0.22
F -5.306697 2.493561 2.087624 -0.11 -0.02 0.07
C -2.804688 4.062194 0.023452 -0.30 -0.34 -0.40
C -3.012384 -1.386616 -2.069091 0.10 -0.11 0.07
C 1.689718 -5.636190 2.436941 -0.02 0.01 -0.01
H -3.153272 -0.786498 4.642985 0.00 0.00 0.00
C 2.214097 1.789093 -1.087481 0.12 -0.03 0.02
H 2.403669 -0.349448 -4.668782 -0.02 0.02 -0.02
C 1.246097 -4.208580 2.510002 0.02 -0.02 0.01
C 2.577409 -2.463062 -0.598986 -0.09 -0.06 0.01
F -4.953024 -1.274324 -0.719062 0.04 -0.30 -0.38
H -1.883561 -5.069268 5.470129 0.00 0.00 -0.01
H 1.854134 5.433838 1.752207 0.00 0.01 -0.01
C -2.806111 1.664952 -0.422032 0.11 0.21 -0.11
H 1.539272 -6.019478 1.424081 0.00 0.00 0.00
H 1.287450 5.766799 -1.247736 0.01 0.00 -0.01
H -2.100190 -3.804384 4.251648 0.01 -0.01 0.01
F -1.955802 2.860597 -6.944639 -0.02 0.13 -0.26
H 4.065303 3.346297 -2.444403 -0.04 -0.03 -0.01
H 1.054594 -6.243260 3.084986 0.00 0.00 0.00
C 3.810371 -4.074531 -2.238476 0.01 -0.01 0.00
H -3.805772 -0.110751 6.142572 0.00 0.00 -0.01
F -4.479788 -4.987188 -3.499144 -0.08 -0.21 -0.09
F -4.327205 4.963859 1.565314 -0.67 0.36 -0.55
C 3.094361 3.847115 -2.396237 0.04 0.07 -0.13
H 3.313111 -5.468428 3.866388 0.00 0.00 -0.01
H -2.640817 3.996301 2.182853 0.91 -0.05 1.66
H 2.193322 2.800539 -4.081281 0.06 0.22 0.08
C 0.552421 -3.593998 3.503700 0.03 -0.03 0.01
C -0.420665 0.087154 3.498253 -0.06 0.05 0.00
C 5.112030 -4.470561 -1.536769 0.01 0.00 0.00
C -2.801220 -3.345982 -3.508469 -0.04 0.17 0.12
C -0.698689 1.885958 -5.226730 -0.06 -0.03 0.05
H 3.605042 -0.923412 -5.833266 -0.01 -0.01 0.01
C -2.328213 -2.143999 -3.014897 -0.06 -0.14 0.12
H 2.558154 -2.073095 -4.986194 -0.01 0.00 -0.01
H 4.981687 -4.490559 -0.453166 0.00 0.00 -0.01
H 3.041284 -4.825866 -2.041753 0.00 0.00 0.00
C -3.000267 1.456503 -3.808385 0.11 -0.05 0.09
C 3.496404 -1.533895 -2.431773 -0.06 0.08 -0.02
C -1.907754 0.762274 5.529647 0.02 0.01 0.00
C -4.340327 2.649955 1.185479 -0.18 -0.22 -0.62
C -3.815743 1.555206 0.519374 -0.09 -0.13 0.18
H 5.901149 -3.750340 -1.758443 0.00 -0.01 0.00
H 0.075757 5.401048 -0.048617 0.10 0.00 -0.02
C -1.474365 -4.647494 4.550785 -0.01 0.00 0.00
C -3.269034 0.130142 5.223622 0.00 0.00 0.01
C -0.272078 -1.244441 3.834573 0.02 -0.02 -0.03
H 2.528686 -4.433103 0.133994 0.00 0.02 0.01
C 2.006002 5.912092 0.782856 0.02 0.00 0.00
H -3.617130 3.240014 3.445690 0.12 0.07 0.10
C -0.657229 1.283809 -3.983143 -0.49 0.02 0.05
C 2.848578 -0.534201 -1.603204 0.11 -0.14 0.00
H 0.040588 -3.493539 5.569676 0.01 -0.01 0.00
C 4.144989 -1.262809 -3.752005 0.06 0.00 0.03
H 1.490303 4.383924 -3.741736 -0.08 0.02 -0.01
Ge -1.981946 0.189677 -1.442347 -0.19 -0.01 0.12
F -4.315016 0.359557 0.845010 0.20 0.41 0.17
S -0.805727 -0.998880 -0.001931 0.22 -0.13 -0.54
H 3.380085 1.165050 -2.721684 0.01 -0.01 0.00
C -1.805828 1.048248 -3.239070 0.51 0.07 0.07
F -2.103630 -4.035492 -4.405311 0.10 -0.11 -0.14
C 2.228195 -3.412993 0.339441 0.03 0.00 -0.07
N 2.294203 -1.129842 -0.509853 0.00 -0.05 0.03
C 2.425285 3.825042 -3.764742 0.07 -0.12 -0.29
F 0.412399 2.088417 -5.932140 0.16 -0.01 -0.02
C 2.247481 3.204452 -1.357431 -0.03 0.09 0.32
C -1.547540 3.597756 4.020032 -0.20 0.01 0.02
H -0.214807 3.963538 1.688723 0.02 0.00 0.01
H 0.588580 -5.062317 5.037901 -0.01 0.00 0.00
C 1.132754 5.260887 -0.292829 -0.05 -0.04 0.03
H -0.783724 4.359743 3.841324 -0.01 0.00 0.00
H -3.196678 4.953466 3.564395 0.12 -0.09 0.10
C -2.295508 2.943041 -0.612324 -0.12 0.04 0.02
H -1.545463 -5.401796 3.765339 0.00 0.01 0.01
H 3.457050 -6.859468 2.782795 0.00 0.01 0.00
H -3.885614 0.812277 4.636581 -0.01 0.00 -0.01
C -3.076609 2.068148 -5.046493 0.13 -0.10 0.13
H -2.054545 1.680670 6.100960 0.01 0.01 0.00
H -0.749538 -1.569004 4.750319 0.01 0.00 0.00
H 3.312358 4.876055 -2.101993 -0.05 0.02 -0.02
F -2.283483 5.268409 -0.196560 0.05 0.17 0.08
C 3.155221 -5.812640 2.842890 0.01 0.00 0.00
N 1.444576 1.549496 0.013009 -0.29 -0.13 -0.06
F -4.242817 2.443487 -5.554539 -0.25 0.07 -0.09
C -3.844168 3.912003 0.924478 -0.76 -0.19 -1.39
H -1.737616 3.609824 5.094469 -0.01 0.00 0.03
F -1.125792 -1.742552 -3.457827 0.00 0.04 -0.01
H 1.776722 6.973828 0.885324 0.00 -0.01 0.00
N 0.113578 0.682492 2.391228 0.02 -0.02 0.02
C 0.127231 2.950719 1.510320 0.01 0.08 0.02
C -1.139090 1.068922 4.283801 -0.01 -0.02 -0.06
C -0.021196 -4.205623 4.743040 -0.02 0.01 -0.01
F -5.874928 -3.585880 -1.646724 -0.11 -0.06 0.03
H 5.447933 -5.457302 -1.858419 0.00 0.00 0.00
C -0.244206 1.996302 2.438812 0.06 -0.08 0.00
H 3.961766 -4.076161 -3.319504 0.00 0.00 0.00
F -4.149375 1.259751 -3.143549 -0.12 0.01 0.02
C 1.550839 -3.194574 1.525274 -0.02 -0.05 0.05
H 3.073153 4.275705 -4.517475 -0.04 0.00 -0.06
H 4.736913 -0.345335 -3.696061 0.00 0.00 0.01
C 3.119436 -1.143542 -4.881095 0.01 0.00 -0.02
C -1.016359 2.255341 3.630645 -0.05 0.00 0.10
H -1.327084 0.094990 6.172073 0.00 0.00 -0.01
H 4.851771 -2.063734 -3.978327 0.00 0.00 0.00
N 1.057764 -1.993488 1.934627 0.09 0.04 0.06
Ir 1.133534 -0.243636 0.897202 -0.18 0.17 0.09
C 0.931568 2.755649 0.409120 0.16 0.05 0.03
C 3.318753 -2.727355 -1.813606 0.00 0.00 0.02
C 0.421021 -2.206414 3.123345 -0.06 0.02 -0.01
C -1.912741 2.281486 -5.755678 0.01 -0.04 0.10
C -4.712155 -3.121650 -2.096418 0.03 0.11 0.05
C 1.422234 3.801752 -0.458088 0.18 -0.01 0.02
H 3.812355 -5.229291 2.195228 -0.01 -0.01 0.01
```
Forces are in eV/Å.

Record 2
Formula: C54H44N4P2Tc
Source: OMol25
Level of theory: the ωB97M-V functional and the def2-TZVPD basis

## Properties
E (hartree): -3066.15567
⟨S²⟩: 4.01
2S+1: 4
Total charge: +2
Kohn-Sham gap (spin up / spin down) (eV): 4.7889 / 4.8476

Structure (XYZ):
```
105
Properties=species:S:1:pos:R:3:forces:R:3
C -2.289328 2.021659 -2.052705 0.10 -0.12 0.11
C -2.933248 0.235920 3.475004 -0.12 -0.01 0.01
C -2.214824 -1.854872 -1.675523 -0.58 -0.36 0.25
C 1.093172 -0.600343 -5.487120 0.03 0.09 0.17
N -0.949184 -1.282023 -1.456827 0.51 0.21 -0.37
H -2.896255 3.370567 0.562688 0.01 0.04 0.01
H -0.972606 -1.893839 -4.732382 0.01 -0.02 -0.03
H 8.614358 0.840274 1.970080 -0.01 0.01 0.00
C -3.014726 -2.001842 0.763262 0.14 0.19 -0.11
C 2.564093 -0.270995 2.187450 0.05 0.29 -0.60
H 4.918304 0.485865 -1.187806 0.01 -0.02 0.03
H -6.375622 -2.028178 1.429589 0.01 -0.01 0.00
H -1.456241 2.541766 -2.524836 0.00 0.01 0.00
C -5.286657 -5.299367 -1.360323 -0.03 -0.07 0.03
H -1.846701 2.196760 7.785597 0.01 -0.01 0.01
C -0.721750 0.055624 5.411081 -0.06 -0.04 0.22
H -3.225661 0.594699 4.446893 -0.01 0.00 0.00
C -5.417545 -1.685458 1.054756 0.05 -0.30 -0.16
C 0.810132 -0.258278 3.487211 -0.77 0.26 -0.11
N -1.513692 -0.318218 1.766549 -0.08 0.57 0.44
H -2.574123 1.174569 -2.678235 0.02 0.01 -0.02
C -1.042484 -4.241783 0.230908 0.11 0.18 -0.04
H 4.688227 2.315965 1.113459 0.01 0.00 -0.01
C -5.484935 -0.549356 0.180918 -0.12 -0.12 -0.15
H 7.090210 2.730277 1.499945 0.01 -0.01 -0.01
C -0.629365 -0.954775 7.604435 0.00 0.02 0.05
C -4.500342 0.353609 -0.301636 0.12 0.22 0.02
H 1.939728 -0.136242 5.420726 -0.02 0.00 0.03
C 2.492348 -2.004551 -6.850438 0.02 -0.03 0.00
H 1.273305 -0.410323 -7.609163 0.02 0.00 0.00
P -1.775217 1.428700 -0.402016 -0.09 0.30 0.02
C -6.177932 -4.847505 -2.321262 0.02 0.01 0.00
C -0.473723 -0.047696 3.950024 0.64 0.00 -0.04
C -5.142022 -2.680824 -2.234059 0.02 0.16 0.22
C -6.110215 -3.528856 -2.746093 -0.04 -0.02 -0.01
C -1.888002 2.959945 0.607482 0.05 -0.16 -0.08
Tc 0.004010 -0.696195 0.459063 -0.29 -0.81 0.01
C -1.562504 0.002171 3.062016 0.07 -0.41 -0.37
C 1.590732 -0.955977 -6.730530 -0.03 0.05 -0.05
C -3.213586 0.466258 0.164575 0.11 -0.12 -0.16
H -1.989173 -4.050059 2.950130 -0.01 -0.01 -0.01
H 0.404572 0.231508 -5.393302 -0.04 -0.02 -0.04
H -0.392794 -1.802871 8.233062 0.00 0.01 0.00
C 5.356058 1.488045 1.321716 -0.07 -0.05 0.08
H -0.265691 -3.656299 3.056890 -0.02 -0.01 0.05
C -2.868808 -0.474245 1.265137 -0.37 -0.06 -0.26
C -3.721760 -0.062027 2.449161 0.15 0.02 0.29
C -1.142034 0.206444 8.164364 0.00 -0.05 0.04
C -4.319852 -2.420020 1.396969 -0.05 0.07 -0.05
C 3.904132 0.144165 -1.301797 -0.01 0.01 -0.49
H 3.611733 -0.085127 -3.451747 -0.02 0.00 0.01
C -1.452797 1.287061 7.352260 -0.03 0.06 -0.01
H -1.178332 3.686312 0.209920 0.00 0.02 0.02
C 1.504418 -1.284398 -4.345153 0.04 -0.13 -0.18
H -3.653519 -4.814708 -0.077976 -0.07 -0.02 0.00
C -3.145218 -2.239259 -0.754690 0.45 0.25 -0.14
C -1.249131 1.212642 5.983163 0.17 -0.01 -0.06
C 1.921900 -0.557092 -2.058425 -0.90 -0.19 -0.71
C -2.354828 -2.178319 -3.082859 0.09 0.08 -0.12
C 6.706174 1.719558 1.538657 0.02 0.04 -0.01
H -0.027598 -1.940233 5.798986 0.03 0.00 0.01
H 2.873146 -2.283158 -7.823687 -0.01 0.00 0.00
H -6.814597 -3.157720 -3.478896 0.03 0.00 -0.01
H -0.033121 -4.600177 0.439377 0.01 0.01 0.02
C -1.255954 -3.250223 2.843117 0.16 0.11 -0.11
C 1.970708 -0.218171 4.348762 0.56 -0.07 0.00
C 7.560526 0.659530 1.806095 0.03 0.00 0.02
H -1.475985 -2.459919 3.556519 -0.01 -0.02 -0.01
N 1.757941 -0.484359 -0.687577 0.30 0.30 0.25
H -1.624771 2.750599 1.644023 -0.01 0.00 0.00
H 2.737274 -2.870162 -3.587940 0.01 -0.01 -0.01
C -4.231355 -3.123854 -1.272786 -0.35 -0.07 0.08
H 3.605219 -3.514510 -5.804496 0.01 0.02 -0.02
C 3.407866 -0.070804 1.115494 -0.15 -0.02 0.21
C -4.335744 -4.442459 -0.830370 0.13 0.13 0.02
H -4.787454 0.057367 2.418552 0.07 0.06 0.05
H -6.487819 -0.328684 -0.167067 0.00 -0.02 0.01
N 1.191049 -0.341866 2.156501 0.02 -0.09 0.09
C 0.997723 -0.979992 -2.979742 0.83 0.43 0.37
H 7.726403 -1.463083 2.070576 0.00 0.01 0.01
C 5.711349 -0.868511 1.659145 -0.06 0.06 -0.08
H -3.200416 -2.653967 -3.539431 -0.02 -0.05 -0.01
H -6.917495 -5.518616 -2.736029 -0.02 0.02 0.02
H 4.089371 -0.171190 3.817228 -0.03 0.02 0.04
C -0.418846 -1.028882 6.237230 -0.12 0.03 -0.15
H -1.462054 2.072527 5.358405 -0.02 0.01 0.01
C 7.062371 -0.633531 1.866408 0.03 -0.05 0.03
H -1.754346 -4.984017 0.588935 0.06 -0.01 0.05
C 3.247314 -0.146275 -2.440394 0.57 0.17 0.31
H -3.127922 2.712860 -1.963695 -0.03 -0.02 -0.05
H -1.156330 -4.118364 -0.844006 0.03 -0.01 0.01
C 2.422453 -2.330050 -4.472921 -0.16 0.04 -0.01
C 2.906791 -2.692723 -5.719575 0.02 0.00 -0.03
H -5.331450 -6.325141 -1.018868 0.00 0.01 0.00
P -1.261299 -2.668261 1.120505 -0.18 -0.08 0.17
H -5.097723 -1.652198 -2.569464 -0.01 0.03 -0.01
C -0.352683 -1.283271 -2.671283 -0.50 -0.30 0.55
H -4.395833 -3.232682 2.106744 -0.01 -0.09 -0.09
H -1.295841 0.268320 9.233272 -0.02 0.01 -0.01
C 4.852243 0.191695 1.381172 0.16 -0.08 -0.03
C 3.047554 -0.229023 3.549866 -0.19 -0.02 0.49
C 2.988001 -0.100393 -0.217801 -0.35 -0.36 0.13
H -4.835349 1.052447 -1.061377 -0.02 -0.05 -0.03
H 5.317794 -1.877650 1.698896 0.03 -0.01 0.00
C -1.228265 -1.792446 -3.693471 -0.04 -0.06 -0.02
```
Forces are in eV/Å.

- What is the E in the first record?
  -6380.65436 hartree

- The highest E belongs to which entry?
  C54H44N4P2Tc

- Which of these has the highest E?
  C54H44N4P2Tc

- Look up the E of the second one.
  -3066.15567 hartree